Below is a structure of composition C9H7N2O5Zn, with properties calculated with ωB97M-V/def2-TZVPD.

CARTESIAN COORDINATES (ANGSTROEM)
1 O 0.347 -0.210 -4.557
2 C -0.705 -0.194 -4.010
3 Zn -0.386 -0.215 -1.106
4 O 2.681 -0.195 -2.471
5 C 1.620 -0.229 -2.048
6 C -2.664 -0.259 -0.312
7 O -3.711 -0.475 0.076
8 C -0.665 -2.410 -1.315
9 O -0.716 -3.538 -1.146
10 C -0.467 2.234 -1.575
11 O -0.480 3.361 -1.699
12 H -1.397 -0.025 -2.382
13 C -0.611 1.682 1.820
14 C 0.227 0.479 1.693
15 N 0.408 -0.298 0.643
16 C 1.320 -1.293 0.975
17 C 1.679 -1.120 2.278
18 N 0.986 -0.005 2.702
19 H -1.400 1.492 2.558
20 H 0.018 2.504 2.141
21 H -1.099 2.009 0.900
22 H 1.654 -2.045 0.288
23 H 2.361 -1.656 2.930
24 H 1.000 0.406 3.616

Properties
ΔE to the lowest compared entry with this formula, charge and spin in kJ/mol: 39.0
E_HOMO in eV: -11.044
Gap between HOMO and LUMO in eV: 7.31
Molar mass in g mol⁻¹: 288.55
Charge: +1

Atomic partial charges in e from the Löwdin method, atoms 1 to 2: O -0.0238; C -0.0760